Below is 2 unconnected molecules or ions with the total composition C9H14 in a non-equilibrium geometry, with properties calculated with ωB97M-V with the def2-TZVPD basis set.

SMILES = Cc1ccccc1.CC
E_HOMO = -8.846 eV
Energy above the lowest of the compared OMol25 structures with the same formula, charge and spin = 1.750 eV
Gap between HOMO and LUMO = 9.858 eV
LUMO = 1.012 eV
Largest force on an atom = 4.7 eV Å⁻¹
Energy = -351.26587 hartree

Element x y z (Å)
1 C -0.8571 -2.2281 -0.9873
2 C -1.0247 -1.0597 0.0098
3 C -0.8422 0.1798 -0.4919
4 C -1.4638 1.1505 0.3417
5 C -2.0060 0.9368 1.6048
6 C -1.8361 -0.3866 2.1738
7 C -1.6200 -1.4231 1.2612
8 H 0.2057 -2.5026 -1.1523
9 H -1.1416 -2.1325 -2.0467
10 H -1.4202 -3.1651 -0.8048
11 H -0.4391 0.3927 -1.4796
12 H -1.5948 2.1991 -0.0335
13 H -2.7311 1.6696 2.0500
14 H -2.2443 -0.6117 3.1269
15 H -1.8934 -2.4898 1.4241
16 C 2.4559 1.8871 -0.5809
17 C 2.8202 0.4513 -0.6745
18 H 2.3873 2.3984 0.4140
19 H 2.9929 2.5864 -1.1190
20 H 1.4566 1.9916 -1.0262
21 H 2.1236 -0.1704 -0.0286
22 H 3.8283 0.2789 -0.2343
23 H 2.8439 0.0475 -1.7469

Forces on the atoms, in the same order (eV/Å):
0.864 -1.133 -0.880
-1.212 -4.294 -1.401
-1.127 1.847 2.047
-0.060 2.370 -0.652
0.349 -1.510 0.171
-1.763 0.618 -2.115
1.302 1.145 -0.327
-0.323 -0.046 0.657
-0.313 1.261 0.291
0.422 0.503 0.889
-0.123 -0.056 0.327
0.206 -1.057 0.103
1.422 -0.594 -0.143
-0.251 -0.071 0.815
0.618 1.011 0.213
-2.650 0.783 0.978
0.888 -1.894 0.488
0.058 -1.154 -0.366
1.816 0.970 -1.488
-0.087 0.122 0.295
0.650 0.598 -1.015
-0.486 -0.042 -0.418
-0.199 0.623 1.533

---

Below is 2 unconnected molecules or ions with the total composition C9H14 in a non-equilibrium geometry, with properties calculated with ωB97M-V with the def2-TZVPD basis set.

SMILES = Cc1ccccc1.CC
E_HOMO = -9.046 eV
Energy above the lowest of the compared OMol25 structures with the same formula, charge and spin = 0.462 eV
Gap between HOMO and LUMO = 10.070 eV
LUMO = 1.024 eV
Largest force on an atom = 3.5 eV Å⁻¹
Energy = -351.31323 hartree

Element x y z (Å)
1 C 0.4039 1.4002 2.3776
2 C -0.6069 0.7790 1.4942
3 C -0.7524 1.1584 0.1664
4 C -1.7362 0.5886 -0.6434
5 C -2.5487 -0.3623 -0.1453
6 C -2.4338 -0.7910 1.1884
7 C -1.4537 -0.2027 2.0124
8 H -0.0039 1.5041 3.3782
9 H 0.6222 2.4124 1.9752
10 H 1.3746 0.8627 2.4024
11 H -0.1077 1.9577 -0.2475
12 H -1.8013 0.8427 -1.6766
13 H -3.2618 -0.7896 -0.7291
14 H -3.1096 -1.4900 1.5842
15 H -1.3810 -0.5395 3.0559
16 C 1.5921 -0.3879 -1.8697
17 C 2.6413 -1.4489 -2.2297
18 H 1.9876 0.6412 -2.0048
19 H 0.7016 -0.5019 -2.4729
20 H 1.2997 -0.4259 -0.8287
21 H 2.1971 -2.3844 -1.9158
22 H 3.5613 -1.3012 -1.6376
23 H 2.8156 -1.5216 -3.2338

Forces on the atoms, in the same order (eV/Å):
0.968 1.056 -0.329
-0.408 -0.578 -0.170
0.160 0.659 -0.321
1.488 0.823 0.102
0.641 -0.528 2.740
1.491 1.800 -0.259
-0.968 -0.835 -0.542
0.227 0.005 0.205
0.017 -0.460 0.460
-0.613 0.112 0.084
-0.355 -0.594 0.308
-0.071 0.386 -0.550
-2.010 -1.179 -1.684
-0.706 -0.934 0.420
0.098 0.307 -0.450
0.906 0.900 -0.257
-0.919 0.364 3.367
-0.258 -0.491 -0.173
-0.253 0.037 -0.138
-0.072 -0.283 0.240
0.192 -0.537 0.051
-0.265 -0.090 -0.487
0.711 0.061 -2.617

---

Below is 2 unconnected molecules or ions with the total composition C9H14 in a non-equilibrium geometry, with properties calculated with ωB97M-V with the def2-TZVPD basis set.

SMILES = Cc1ccccc1.CC
E_HOMO = -8.963 eV
Energy above the lowest of the compared OMol25 structures with the same formula, charge and spin = 0.508 eV
Gap between HOMO and LUMO = 9.944 eV
LUMO = 0.981 eV
Largest force on an atom = 2.2 eV Å⁻¹
Energy = -351.31153 hartree

Element x y z (Å)
1 C -2.7392 -1.6709 1.5981
2 C -1.8921 -1.2468 0.4323
3 C -1.8272 0.1120 0.0741
4 C -1.0062 0.5594 -0.9349
5 C -0.2808 -0.3641 -1.6881
6 C -0.2606 -1.6842 -1.2638
7 C -1.0575 -2.1604 -0.2311
8 H -2.5299 -2.6360 2.0566
9 H -3.7792 -1.7533 1.2645
10 H -2.6225 -0.9136 2.3743
11 H -2.5498 0.7302 0.5960
12 H -0.9449 1.6068 -1.2020
13 H 0.4656 -0.0785 -2.4154
14 H 0.4530 -2.3935 -1.6726
15 H -1.0035 -3.1476 0.2052
16 C 1.9726 1.8100 -0.1783
17 C 3.3664 1.9410 0.3559
18 H 1.8869 1.3967 -1.1787
19 H 1.4685 1.0830 0.4702
20 H 1.4370 2.7518 -0.0941
21 H 3.4916 2.5459 1.2586
22 H 4.0068 2.4858 -0.3463
23 H 3.9448 1.0264 0.5193

Forces on the atoms, in the same order (eV/Å):
-0.447 0.252 -0.104
1.025 -0.376 -0.284
-0.957 -0.943 0.436
-0.124 -0.044 -0.999
0.614 -0.294 1.085
0.260 -0.990 -0.049
-0.591 1.403 0.749
0.495 -0.062 -0.294
-0.054 0.315 0.270
-0.430 -0.059 0.090
0.404 0.511 -0.017
-0.129 0.043 0.131
-0.273 0.268 -0.235
-0.085 0.177 -0.364
0.179 -0.264 -0.476
-0.516 -0.842 1.145
2.017 0.818 -0.506
0.278 0.215 -0.154
-0.341 0.211 -0.175
-0.093 0.061 -0.218
-0.580 -0.229 0.149
-0.081 0.068 -0.208
-0.569 -0.238 0.027

---

Below is 2 unconnected molecules or ions with the total composition C9H14 in a non-equilibrium geometry, with properties calculated with ωB97M-V with the def2-TZVPD basis set.

SMILES = Cc1ccccc1.CC
E_HOMO = -8.920 eV
Energy above the lowest of the compared OMol25 structures with the same formula, charge and spin = 0.822 eV
Gap between HOMO and LUMO = 9.950 eV
LUMO = 1.030 eV
Largest force on an atom = 1.8 eV Å⁻¹
Energy = -351.30000 hartree

Element x y z (Å)
1 C -0.1150 2.6586 -2.7793
2 C -0.0287 1.3971 -1.9966
3 C 1.0161 0.9886 -1.1685
4 C 0.8452 0.0125 -0.1950
5 C -0.1986 -0.9182 -0.3425
6 C -1.2098 -0.6062 -1.2377
7 C -1.1652 0.5720 -1.9775
8 H -1.0157 3.2082 -2.5006
9 H -0.1376 2.4994 -3.8567
10 H 0.7252 3.3285 -2.5839
11 H 1.9583 1.5282 -1.1592
12 H 1.5150 -0.1155 0.6445
13 H -0.2584 -1.8185 0.2515
14 H -2.0038 -1.3295 -1.3800
15 H -2.1214 0.9479 -2.3316
16 C 0.6519 -1.2516 3.5413
17 C -0.0204 -2.3808 4.3992
18 H 1.7146 -1.2194 3.7824
19 H 0.5047 -1.5052 2.4969
20 H 0.3158 -0.2456 3.7877
21 H -0.5487 -3.0582 3.7297
22 H -0.7026 -1.8633 5.0647
23 H 0.7294 -3.0054 4.8751

Forces on the atoms, in the same order (eV/Å):
0.650 0.702 -0.158
-1.058 -1.409 0.361
0.379 0.961 0.672
-0.406 -1.410 -0.592
0.165 1.050 -0.003
0.377 -0.465 -0.276
-0.278 0.336 0.747
-0.046 -0.078 -0.053
-0.086 -0.139 -0.032
0.033 -0.091 0.048
-0.171 0.306 0.039
0.457 0.027 -0.314
0.014 0.067 0.181
-0.284 0.285 0.104
0.248 -0.142 -0.736
0.371 -0.868 0.735
0.329 0.951 -1.092
0.142 -0.110 -0.349
0.182 0.482 -0.179
-0.464 -0.130 -0.244
-0.373 0.117 0.156
-0.110 -0.659 0.476
-0.071 0.218 0.510

---

Below is 2 unconnected molecules or ions with the total composition C9H14 in a non-equilibrium geometry, with properties calculated with ωB97M-V with the def2-TZVPD basis set.

SMILES = Cc1ccccc1.CC
E_HOMO = -8.855 eV
Energy above the lowest of the compared OMol25 structures with the same formula, charge and spin = 1.856 eV
Gap between HOMO and LUMO = 9.897 eV
LUMO = 1.042 eV
Largest force on an atom = 4.1 eV Å⁻¹
Energy = -351.26198 hartree

Element x y z (Å)
1 C -2.2030 1.9583 0.3402
2 C -0.7999 1.8383 0.4357
3 C -0.0574 2.5399 1.3789
4 C 1.2900 2.2611 1.5812
5 C 1.9280 1.5290 0.5221
6 C 1.2402 0.9269 -0.5070
7 C -0.1807 0.9549 -0.4303
8 H -2.5647 2.7039 -0.3529
9 H -2.6534 1.9471 1.3894
10 H -2.4950 0.9881 -0.1258
11 H -0.5379 3.3064 2.0088
12 H 1.8053 2.6248 2.4115
13 H 2.9280 1.6040 0.3964
14 H 1.8819 0.4928 -1.3266
15 H -0.7879 0.1698 -1.0411
16 C 0.4612 -3.8804 -1.0454
17 C -0.2071 -2.5453 -0.6538
18 H 0.4373 -4.1860 -2.0645
19 H 1.6150 -4.0681 -0.9378
20 H 0.0280 -4.7170 -0.4117
21 H -1.0911 -2.6209 -0.1230
22 H -0.4547 -1.8598 -1.5144
23 H 0.4180 -1.9677 0.0700

Forces on the atoms, in the same order (eV/Å):
-3.515 -1.870 1.006
2.741 -0.305 -0.454
0.726 0.334 1.150
-1.077 -1.084 -3.154
-2.664 0.997 1.042
-0.332 -0.092 -0.029
0.801 -1.778 -1.414
-0.198 0.610 0.295
0.093 0.571 -1.577
-0.509 0.671 0.351
0.028 -0.661 -0.178
0.927 0.749 0.960
3.260 -0.141 0.211
-1.290 0.139 0.905
0.988 1.991 0.912
1.474 -1.683 1.675
2.594 1.396 -1.127
-1.054 0.029 -1.010
-1.857 1.276 0.580
0.398 0.862 -0.893
-2.013 -0.871 0.881
0.601 -0.837 0.667
-0.124 -0.303 -0.800

---

Below is 2 unconnected molecules or ions with the total composition C9H14 in a non-equilibrium geometry, with properties calculated with ωB97M-V with the def2-TZVPD basis set.

SMILES = Cc1ccccc1.CC
E_HOMO = -8.839 eV
Energy above the lowest of the compared OMol25 structures with the same formula, charge and spin = 1.422 eV
Gap between HOMO and LUMO = 9.844 eV
LUMO = 1.006 eV
Largest force on an atom = 5.2 eV Å⁻¹
Energy = -351.27793 hartree

Element x y z (Å)
1 C -3.4934 0.6044 1.1213
2 C -2.2694 0.4086 0.3998
3 C -2.2665 -0.8202 -0.4231
4 C -1.1484 -1.1897 -1.0735
5 C -0.0157 -0.4070 -0.9679
6 C -0.0047 0.7171 -0.1844
7 C -1.0985 1.1176 0.6730
8 H -4.3350 0.7871 0.4969
9 H -3.3990 1.6003 1.7212
10 H -3.8043 -0.2073 1.9494
11 H -3.1410 -1.3583 -0.6743
12 H -1.2010 -1.9748 -1.8055
13 H 0.9253 -0.5792 -1.5427
14 H 0.9671 1.3480 -0.0581
15 H -1.0875 2.0040 1.3434
16 C 3.5715 -0.4201 -0.1167
17 C 4.9755 -0.0466 0.2560
18 H 3.0033 -0.1973 0.7610
19 H 3.1449 0.1699 -0.9550
20 H 3.3577 -1.4941 -0.3177
21 H 5.5404 0.2634 -0.5901
22 H 5.5630 -0.8945 0.5930
23 H 4.9641 0.7478 0.9726

Forces on the atoms, in the same order (eV/Å):
-1.768 1.752 4.585
1.282 -3.186 -0.368
0.518 2.927 0.998
0.423 -0.105 -0.963
1.975 0.840 -0.522
1.481 2.212 2.447
-0.101 -1.017 -2.438
-0.829 -0.208 -0.644
-0.276 -1.627 -0.747
0.894 1.553 -2.045
-1.134 -0.250 0.393
0.188 -0.492 0.034
-1.046 -0.227 0.420
-1.737 -1.325 -0.532
0.098 -0.848 -0.617
-1.071 -0.549 -0.450
0.606 -0.795 -0.639
-0.955 0.084 0.396
0.364 -0.268 0.482
0.534 0.660 -0.071
0.437 0.618 -0.855
-0.143 -0.122 0.636
0.259 0.373 0.500